This record from OMol25 describes C33H56Cl3LaN6O2P2S5 as an isolated structure in a non-equilibrium geometry. The level of theory is ωB97M-V/def2-TZVPD.

```
108
Properties=species:S:1:pos:R:3:forces:R:3
La -0.142300 0.196800 -0.363600 -0.08 0.42 0.55
O -5.656700 -0.527300 -4.519800 -0.37 -0.04 -0.43
C -4.911800 -0.469800 -3.584300 0.24 0.05 0.30
S -4.595800 1.001300 -2.663600 0.16 -0.03 0.22
C -3.403100 0.321800 -1.546400 -0.33 -0.65 -0.67
C -3.131000 -0.998100 -1.679500 -0.64 0.71 -0.52
S -1.992200 -1.902200 -0.757900 0.18 -0.88 0.29
S -3.996500 -1.848700 -2.969500 0.21 -0.02 0.22
S -2.665400 1.423100 -0.447600 -0.21 0.77 0.42
C -2.549700 -1.245200 2.913600 0.24 0.12 0.00
P -0.792100 -1.034900 2.398000 -0.63 -0.68 0.88
C -0.267300 -2.802000 2.461200 -0.01 0.20 -0.06
C -0.017500 -0.462400 3.960700 -0.03 0.01 -0.23
C 1.345800 -0.676100 4.157000 -0.07 0.03 -0.02
C 2.010200 -0.100500 5.223400 0.13 -0.05 0.02
C 1.321600 0.690000 6.129100 -0.03 0.09 0.01
C -0.039100 0.885300 5.959900 -0.03 0.07 0.16
C -0.706000 0.311400 4.890800 -0.01 -0.09 -0.13
H -3.057900 -0.280100 2.908100 -0.04 -0.04 0.01
H -2.597800 -1.695800 3.907500 -0.06 0.03 -0.03
H -3.049800 -1.889400 2.190000 0.08 0.07 -0.06
H -0.411300 -3.187600 3.469700 -0.01 -0.08 -0.01
H 0.779900 -2.883400 2.181400 0.08 -0.08 0.04
H -0.862300 -3.371600 1.747900 -0.02 0.00 -0.03
H 1.899200 -1.278600 3.453400 0.04 -0.06 -0.03
H 3.074700 -0.261000 5.332600 0.03 -0.02 0.07
H 1.843400 1.152300 6.955000 0.00 0.02 0.04
H -0.594000 1.496900 6.656400 -0.01 0.04 0.11
H -1.768000 0.479200 4.777700 -0.07 0.05 -0.03
Cl 3.314000 -4.805400 -1.395100 -0.37 0.09 0.03
C 1.532900 -4.749400 -1.175900 0.38 -1.39 -0.46
Cl 0.734100 -5.202000 -2.704400 0.16 0.20 0.53
Cl 1.065100 -5.873200 0.126600 0.03 0.20 -0.23
C 1.170900 -3.425500 -0.767200 -0.35 1.43 0.41
N 0.917000 -2.367500 -0.397300 0.26 -0.78 -0.32
C 3.727600 1.525700 0.434600 -0.10 -0.40 0.47
S 3.266800 -0.040000 1.256600 1.23 0.30 -1.22
C 3.699100 -1.119200 -0.149200 -0.09 0.15 0.43
O 1.777600 0.004500 1.283100 -0.85 0.02 0.14
H 4.768000 1.486000 0.137500 0.20 -0.03 -0.10
H 3.590400 2.331100 1.148800 -0.02 0.04 0.14
H 3.062400 1.651100 -0.418200 -0.06 -0.13 -0.14
H 4.745800 -0.968700 -0.386300 0.22 0.06 -0.01
H 3.055400 -0.854800 -0.992300 -0.04 0.17 0.03
H 3.539800 -2.154400 0.140400 0.01 0.02 0.17
C 0.638000 2.696900 2.523900 0.25 -0.30 0.24
N 0.737000 3.884400 3.358300 0.19 -0.03 0.17
C -0.606500 4.228400 3.810000 -0.07 -0.06 0.16
N -1.497100 4.478600 2.686600 -0.28 0.14 0.13
C -1.555100 3.290400 1.849500 -0.36 -0.08 -0.02
N -0.224100 2.889800 1.348500 0.07 -0.20 -0.17
C 0.297100 4.038600 0.589200 0.11 0.08 -0.23
N 0.381800 5.248600 1.395100 0.19 0.22 -0.17
C 1.244000 4.977900 2.539800 0.19 0.06 0.04
C -0.946900 5.575100 1.900400 -0.12 0.10 -0.04
H 0.231200 1.880100 3.125100 0.10 0.09 -0.11
H 1.642200 2.416100 2.197200 -0.13 0.02 -0.01
H -0.560500 5.120900 4.440300 0.00 -0.06 -0.01
H -0.997300 3.391800 4.395000 -0.01 0.06 0.04
H -2.203600 3.493900 0.994100 0.04 -0.08 0.11
H -1.983100 2.466800 2.428800 0.04 0.01 -0.09
H -0.361400 4.225700 -0.264100 0.07 -0.08 0.01
H 1.304300 3.802000 0.229000 -0.07 -0.05 -0.08
H 1.323500 5.877900 3.156100 0.01 -0.03 -0.07
H 2.239500 4.708000 2.173400 0.00 0.06 0.04
H -1.613200 5.783800 1.061000 0.01 0.00 0.00
H -0.872900 6.468500 2.526900 -0.05 -0.04 -0.04
C 3.111400 2.827500 -3.653500 -0.07 -0.08 0.01
C 3.123000 1.355300 -4.077500 -0.32 -0.15 0.12
C 3.507700 1.256200 -5.549900 -0.10 -0.03 0.10
C 4.227600 0.701600 -3.243100 -0.16 -0.02 -0.03
P 1.407700 0.615200 -3.552100 0.64 0.44 -2.31
N 1.411100 0.438000 -2.020700 -0.07 -0.15 0.09
C 0.054700 1.867400 -4.216100 0.20 -0.35 0.44
C -1.269600 1.102300 -4.201200 0.11 -0.04 0.10
C -0.066200 2.985000 -3.173300 0.07 -0.10 0.19
C 0.224200 2.482400 -5.606100 0.21 -0.16 0.14
C 1.171500 -1.055900 -4.554800 0.07 0.27 0.57
C -0.019100 -1.808300 -3.954600 0.04 0.20 0.15
C 2.408200 -1.907100 -4.248100 0.02 0.12 0.00
C 0.980400 -0.985300 -6.069700 0.03 0.27 0.18
H 4.134500 3.204500 -3.601800 0.09 -0.01 -0.03
H 2.664500 2.924700 -2.665200 -0.01 0.13 0.09
H 2.570000 3.451900 -4.357100 -0.08 0.09 0.02
H 4.385500 1.880800 -5.728700 0.06 0.04 -0.03
H 2.713400 1.600600 -6.202600 -0.07 0.05 -0.17
H 3.774000 0.237500 -5.821700 -0.01 -0.07 -0.10
H 5.175500 1.196300 -3.463900 0.07 0.04 -0.04
H 4.346700 -0.356600 -3.447600 0.03 -0.13 0.03
H 4.008800 0.833800 -2.190900 0.02 -0.06 0.16
H -1.372600 0.529100 -3.274100 -0.24 -0.02 -0.13
H -1.347300 0.433100 -5.054100 -0.07 -0.12 0.03
H -2.108500 1.799400 -4.257000 0.04 0.01 0.05
H 0.066500 2.573200 -2.162000 -0.03 0.29 -0.21
H -1.058000 3.435100 -3.215100 -0.10 -0.02 -0.04
H 0.661200 3.774900 -3.336500 0.10 0.04 0.11
H 0.315500 1.727900 -6.382400 0.01 -0.09 -0.10
H 1.080200 3.147100 -5.670100 0.09 0.06 -0.04
H -0.664200 3.075300 -5.828800 -0.09 0.04 0.00
H -0.011000 -1.749600 -2.861800 -0.11 -0.13 -0.15
H 0.037400 -2.858900 -4.239700 0.05 -0.07 -0.01
H -0.969900 -1.436000 -4.317400 -0.13 0.01 0.09
H 2.605900 -1.905800 -3.176000 0.11 -0.05 0.10
H 3.290600 -1.562100 -4.779700 0.12 0.05 0.02
H 2.235400 -2.938600 -4.558000 -0.10 -0.08 -0.04
H 0.044700 -0.501400 -6.336000 -0.07 0.04 -0.06
H 0.940000 -2.005000 -6.458500 0.00 -0.06 -0.01
H 1.792400 -0.469300 -6.570700 0.08 0.04 -0.11
```
Positions in Å, forces in eV/Å.

The calculation puts the largest force on an atom at 2.43 eV Å⁻¹. Its charge is 0. The value obtained for the HOMO-LUMO gap is 5.97 eV. As for the HOMO energy: -6.3 eV.